DFT (the ωB97M-V functional and the def2-TZVPD basis) results for a gas-phase ion, C6H10BrN4 (charge +1) at a distorted geometry.

HOMO (alpha / beta)   -10.832 / -11.646 eV
E_LUMO (alpha / beta)   -4.84 / -4.18 eV
Orbital gap (alpha / beta)   5.99 / 7.47 eV
Energy above the lowest of the compared OMol25 structures with the same formula, charge and spin   2.9442 eV
Maximum force   0.08175 Eh/bohr
SMILES string   NC(N)=C=NC/C=C\C(=[NH2+])Br
Total charge   +1
Total energy   -3027.279537 Ha

Each line ends with the natural charge from an NBO analysis.
Positions of all 21 atoms, in Å:
C: 1.21611 1.47407 -0.63921  -0.3507
C: 0.08809 2.29484 -0.43911  -0.1677
C: 1.54161 0.40174 0.14414  0.1242
C: -1.42689 -0.37733 -0.69658  0.3130
C: -0.76342 -1.59336 -0.38294  0.3469
C: -1.15441 1.88748 0.29510  -0.3189
N: -1.79183 0.69208 -0.39652  -0.2622
N: -0.28882 -2.37793 -1.33690  -0.7427
N: 1.22811 0.05555 1.41952  -0.8149
N: -0.80084 -1.99728 0.92049  -0.7632
Br: 2.66127 -0.78342 -0.76528  0.1116
H: 1.83928 1.65344 -1.63193  0.2710
H: -0.09937 3.25437 -0.99198  0.2340
H: -0.95342 1.62642 1.40988  0.2297
H: -1.86464 2.80361 0.15519  0.2606
H: -0.34690 -1.99085 -2.32704  0.4244
H: 0.20728 -3.30223 -1.38874  0.4560
H: 2.00582 -0.38904 1.89435  0.4158
H: 0.89170 0.82701 1.96431  0.3931
H: -1.02412 -1.23600 1.54983  0.4086
H: -1.16459 -2.92318 1.24341  0.4312